Record 1
ORCA calculation (ωB97M-V/def2-TZVPD) on a single C4H5N3O3 molecule in a non-equilibrium geometry.

Each atom is followed by the atoms it is bonded to, with distances in Å.
Element x y z (Å)
1 C -0.487 0.938 -2.250  N2 1.463, H11 1.070, H12 1.090, H13 1.152
2 N -0.193 0.382 -0.929  C1 1.463, C3 1.413, C9 1.323
3 C 0.854 0.802 -0.078  N2 1.413, O4 1.245, N5 1.422
4 O 1.389 1.915 -0.234  C3 1.245
5 N 1.065 0.026 1.095  C3 1.422, C6 1.421, H14 1.012
6 C -0.157 -0.691 0.977  N5 1.421, N7 1.294, C9 1.443
7 N -0.548 -1.503 1.906  C6 1.294, O8 1.456
8 O 0.351 -1.532 3.050  N7 1.456, H15 0.973
9 C -0.798 -0.621 -0.314  N2 1.323, C6 1.443, O10 1.234
10 O -1.885 -1.024 -0.737  C9 1.234
11 H -1.143 0.381 -2.885  C1 1.070
12 H -0.819 1.950 -2.019  C1 1.090
13 H 0.444 0.892 -2.928  C1 1.152
14 H 1.407 0.499 1.921  N5 1.012
15 H 0.518 -2.414 3.425  O8 0.973

Calculated values
HOMO level ... -10.14 eV
SMILES ... CN1C(=O)N/C(=N\O)C1=O
Total energy ... -545.3416 a.u.
Energy relative to the best compared isomer or geometry (same formula, charge and spin) ... 3.291 eV
Largest force on an atom ... 0.145 Eh/bohr

=====

Record 2
ORCA calculation (ωB97M-V/def2-TZVPD) on 2 unconnected molecules or ions with the total composition C4H5N3O3 in a non-equilibrium geometry.

Each atom is followed by the atoms it is bonded to, with distances in Å.
Element x y z (Å)
1 C -1.260 0.595 1.935  C2 1.381, N5 1.377, H11 1.046
2 C -0.780 -0.647 1.570  C1 1.381, N6 1.352, H12 1.046
3 C -0.626 0.829 -0.154  C4 1.479, N5 1.282, N6 1.367
4 C -0.156 1.468 -1.402  C3 1.479, H13 1.162, H14 1.008, H15 1.135
5 N -1.195 1.417 0.833  C1 1.377, C3 1.282
6 N -0.443 -0.456 0.275  C2 1.352, C3 1.367
7 N 1.873 -1.711 -0.682  O8 1.187, O9 1.201, O10 1.368
8 O 2.231 -0.579 -0.688  N7 1.187
9 O 2.517 -2.718 -0.792  N7 1.201
10 O 0.577 -2.039 -0.395  N7 1.368
11 H -1.955 0.838 2.678  C1 1.046
12 H -0.502 -1.485 2.132  C2 1.046
13 H -1.041 1.405 -2.151  C4 1.162
14 H 0.218 2.401 -1.333  C4 1.008
15 H 0.543 0.682 -1.827  C4 1.135

Calculated values
HOMO level (spin up / spin down) ... -9.49 / -9.40 eV
Total energy ... -545.1091 a.u.
Energy relative to the best compared isomer or geometry (same formula, charge and spin) ... 9.616 eV
Largest force on an atom ... 0.136 Eh/bohr

=====

Record 3
ORCA calculation (ωB97M-V/def2-TZVPD) on a single C4H5N3S molecule in a non-equilibrium geometry.

Each atom is followed by the atoms it is bonded to, with distances in Å.
Element x y z (Å)
1 C 1.646 0.261 -1.241  C2 1.497, H9 1.107, H10 1.096, H11 1.117
2 C 0.288 0.064 -0.640  C1 1.497, N3 1.254, S8 1.798
3 N -0.177 -1.096 -0.538  C2 1.254, C4 1.392
4 C -1.412 -1.318 0.065  N3 1.392, N5 1.279, H12 1.080
5 N -1.873 -0.908 1.186  C4 1.279, N6 1.356
6 N -1.144 -0.116 2.011  N5 1.356, C7 1.273
7 C -0.623 0.971 1.599  N6 1.273, S8 1.799, H13 1.104
8 S -0.591 1.539 -0.107  C2 1.798, C7 1.799
9 H 2.058 -0.693 -1.624  C1 1.107
10 H 2.345 0.604 -0.469  C1 1.096
11 H 1.629 1.036 -2.044  C1 1.117
12 H -2.027 -2.009 -0.493  C4 1.080
13 H -0.119 1.665 2.294  C7 1.104

Calculated values
HOMO level ... -9.41 eV
SMILES ... CC1=NC=NN=CS1
Total energy ... -717.8059 a.u.
Energy relative to the best compared isomer or geometry (same formula, charge and spin) ... 2.388 eV
Largest force on an atom ... 0.021 Eh/bohr

=====

- Among the records above, which one has the highest total energy?
  number 2

=====

Please write out number 2 again, unchanged.
ORCA calculation (ωB97M-V/def2-TZVPD) on 2 unconnected molecules or ions with the total composition C4H5N3O3 in a non-equilibrium geometry.

Each atom is followed by the atoms it is bonded to, with distances in Å.
Element x y z (Å)
1 C -1.260 0.595 1.935  C2 1.381, N5 1.377, H11 1.046
2 C -0.780 -0.647 1.570  C1 1.381, N6 1.352, H12 1.046
3 C -0.626 0.829 -0.154  C4 1.479, N5 1.282, N6 1.367
4 C -0.156 1.468 -1.402  C3 1.479, H13 1.162, H14 1.008, H15 1.135
5 N -1.195 1.417 0.833  C1 1.377, C3 1.282
6 N -0.443 -0.456 0.275  C2 1.352, C3 1.367
7 N 1.873 -1.711 -0.682  O8 1.187, O9 1.201, O10 1.368
8 O 2.231 -0.579 -0.688  N7 1.187
9 O 2.517 -2.718 -0.792  N7 1.201
10 O 0.577 -2.039 -0.395  N7 1.368
11 H -1.955 0.838 2.678  C1 1.046
12 H -0.502 -1.485 2.132  C2 1.046
13 H -1.041 1.405 -2.151  C4 1.162
14 H 0.218 2.401 -1.333  C4 1.008
15 H 0.543 0.682 -1.827  C4 1.135

Calculated values
HOMO level (spin up / spin down) ... -9.49 / -9.40 eV
Total energy ... -545.1091 a.u.
Energy relative to the best compared isomer or geometry (same formula, charge and spin) ... 9.616 eV
Largest force on an atom ... 0.136 Eh/bohr

=====

- The lowest energy relative to the best compared isomer or geometry (same formula, charge and spin) belongs to which entry?
  C4H5N3S

=====

What did the third record say?
ORCA calculation (ωB97M-V/def2-TZVPD) on a single C4H5N3S molecule in a non-equilibrium geometry.

Each atom is followed by the atoms it is bonded to, with distances in Å.
Element x y z (Å)
1 C 1.646 0.261 -1.241  C2 1.497, H9 1.107, H10 1.096, H11 1.117
2 C 0.288 0.064 -0.640  C1 1.497, N3 1.254, S8 1.798
3 N -0.177 -1.096 -0.538  C2 1.254, C4 1.392
4 C -1.412 -1.318 0.065  N3 1.392, N5 1.279, H12 1.080
5 N -1.873 -0.908 1.186  C4 1.279, N6 1.356
6 N -1.144 -0.116 2.011  N5 1.356, C7 1.273
7 C -0.623 0.971 1.599  N6 1.273, S8 1.799, H13 1.104
8 S -0.591 1.539 -0.107  C2 1.798, C7 1.799
9 H 2.058 -0.693 -1.624  C1 1.107
10 H 2.345 0.604 -0.469  C1 1.096
11 H 1.629 1.036 -2.044  C1 1.117
12 H -2.027 -2.009 -0.493  C4 1.080
13 H -0.119 1.665 2.294  C7 1.104

Calculated values
HOMO level ... -9.41 eV
SMILES ... CC1=NC=NN=CS1
Total energy ... -717.8059 a.u.
Energy relative to the best compared isomer or geometry (same formula, charge and spin) ... 2.388 eV
Largest force on an atom ... 0.021 Eh/bohr